This record from the OMol25 dataset describes 2 unconnected molecules or ions with the total composition C4H15N2S. The level of theory is ωB97M-V/def2-TZVPD.

Cartesian coordinates (Å):
C  -1.34  1.98  -0.76
H  -3.29  1.14  -0.60
H  1.00  -2.23  2.13
H  1.35  0.09  2.08
H  0.43  1.06  -1.42
S  1.05  -1.39  -1.47
N  0.09  1.55  -0.59
H  0.71  2.34  -0.43
H  -2.14  0.12  -1.46
H  2.23  -1.29  -2.11
H  -1.43  2.40  -1.75
C  0.69  -1.67  1.25
H  -1.53  2.77  -0.04
C  1.70  -1.94  0.15
H  -0.29  -2.05  0.96
N  0.54  -0.22  1.55
H  -0.23  -0.11  2.19
H  0.23  0.85  0.21
H  -2.06  0.24  0.30
C  -2.26  0.79  -0.62
H  2.65  -1.45  0.36
H  1.88  -3.00  0.09

Its HOMO energy is -13.0 eV. The net charge is +1.